[1]
Here is a single C4H2Cl2N3OP molecule at a distorted geometry from the Open Molecules 2025 dataset. Energies are from ωB97M-V with the def2-TZVPD basis set.

Computed properties:
Gap between HOMO and LUMO (alpha / beta)   0.29124 / 0.20256 hartree
Multiplicity   3
Strongest force on any atom   7.0 eV/Å
Highest occupied orbital energy (alpha / beta)   -8.14 / -10.37 eV
LUMO level (alpha / beta)   -0.22 / -4.86 eV

The geometry in XYZ format:
```
13
Properties=species:S:1:pos:R:3:lowdin_charge:R:1
Cl -1.65948 -1.44488 -0.16214 0.8105
Cl 0.13738 -1.86121 -2.37187 0.7524
P -1.69929 0.91325 0.76558 0.3520
O -2.89934 0.74319 1.55657 -0.3159
N 3.27638 -0.49873 -1.08948 0.2213
N -1.61243 1.69970 -0.56311 -0.1418
N -0.28501 0.62829 1.59972 -0.0312
C 2.20344 -0.55427 -0.69523 -0.2055
C 0.76634 0.10265 1.14484 -0.1902
C -0.10841 -1.18360 -0.81885 -1.0626
C 0.89976 -0.58842 -0.13900 -0.3019
H -0.69813 1.84492 -0.95584 -0.0149
H 1.67878 0.19911 1.72881 0.1276
```



[2]
Here is a single C4H2Cl3N molecule at a distorted geometry from the Open Molecules 2025 dataset. Energies are from ωB97M-V with the def2-TZVPD basis set.

Computed properties:
Gap between HOMO and LUMO (alpha / beta)   0.25990 / 0.25996 hartree
Strongest force on any atom   3.4 eV/Å
Highest occupied orbital energy (alpha / beta)   -8.26 / -8.26 eV
Relative energy (zero: lowest compared OMol25 entry of this formula, charge and spin)   104.70 kcal per mole
LUMO level (alpha / beta)   -1.19 / -1.19 eV

The geometry in XYZ format:
```
10
Properties=species:S:1:pos:R:3:lowdin_charge:R:1
Cl 0.24794 -3.26713 0.01498 0.7176
Cl -3.23420 0.05015 -0.00865 0.6812
Cl -0.80422 2.79961 0.02108 0.6121
N 0.73492 0.69667 -0.01941 -0.0620
C 0.39782 -1.64295 0.00687 -0.5532
C -1.58933 0.15964 -0.01005 -0.6090
C -0.61749 1.02021 -0.00053 -0.7886
C 1.19526 -0.60162 -0.00846 -0.2358
H 2.28120 -0.67502 -0.01763 0.1276
H 1.38809 1.46044 0.02180 0.1102
```



[3]
Here is a molecular structure, C4H2Cl3NO3S2 at a distorted geometry from the Open Molecules 2025 dataset. Energies are from ωB97M-V with the def2-TZVPD basis set.

Computed properties:
Gap between HOMO and LUMO (alpha / beta)   0.31845 / 0.28465 hartree
Strongest force on any atom   2.8 eV/Å
Highest occupied orbital energy (alpha / beta)   -9.45 / -8.93 eV
Relative energy (zero: lowest compared OMol25 entry of this formula, charge and spin)   58.76 kcal per mole
LUMO level (alpha / beta)   -0.79 / -1.18 eV

The geometry in XYZ format:
```
15
Properties=species:S:1:pos:R:3:lowdin_charge:R:1
Cl -4.39500 -1.11804 -0.45118 0.1640
Cl -1.02017 -1.62849 1.16594 0.7294
Cl 3.03354 2.03301 -0.77895 0.7302
S 4.18941 -1.74437 0.08646 0.9740
S -3.64674 0.89660 -0.11314 0.6376
O -5.01344 1.75963 0.05497 -0.3739
O -1.43247 -0.26029 -1.03402 -0.0775
O -2.94870 0.71832 1.12044 -0.5087
N 2.52933 -1.71658 0.08797 -0.2959
C 2.15613 -0.51726 -0.09399 -0.1946
C 3.17157 0.42159 -0.41601 -0.8850
C -0.73482 -0.64117 -0.15446 -0.6744
C 4.38411 -0.10034 -0.26808 -0.4462
H -5.66202 1.65927 0.85304 0.1400
H 5.38925 0.23810 -0.05899 0.0810
```



[4]
Here is a single C4H2Cl4 molecule at a distorted geometry from the Open Molecules 2025 dataset. Energies are from ωB97M-V with the def2-TZVPD basis set.

Computed properties:
Gap between HOMO and LUMO   0.37687 hartree
Strongest force on any atom   4.6 eV/Å
Structure (SMILES)   ClCC1(Cl)C(Cl)=C1Cl
Highest occupied orbital energy   -9.93 eV
Relative energy (zero: lowest compared OMol25 entry of this formula, charge and spin)   32.76 kcal per mole
LUMO level   0.33 eV

The geometry in XYZ format:
```
10
Properties=species:S:1:pos:R:3:lowdin_charge:R:1
Cl -0.15733 -1.56573 -1.23638 0.6196
Cl -1.31245 1.21605 2.00217 0.3683
Cl -3.29630 1.79776 -1.67085 0.7342
Cl -3.51660 -2.02437 0.52395 0.7719
C -1.63228 0.21800 0.24683 -0.6266
C -2.75728 0.55875 -0.65735 -0.6409
C -2.89600 -0.54635 0.09662 -0.6926
C -0.22549 -0.33585 0.00134 -0.6484
H 0.13542 -0.80488 0.98869 0.0970
H 0.25560 0.53276 -0.11486 0.0174
```



[5]
Here is 2 unconnected molecules or ions with the total composition C4H2ClINO2 at a distorted geometry from the Open Molecules 2025 dataset. Energies are from ωB97M-V with the def2-TZVPD basis set.

Computed properties:
Gap between HOMO and LUMO   0.28604 hartree
Strongest force on any atom   3.2 eV/Å
Highest occupied orbital energy   -5.00 eV
Relative energy (zero: lowest compared OMol25 entry of this formula, charge and spin)   0.00 kcal per mole
Net charge   -1
LUMO level   2.78 eV

The geometry in XYZ format:
```
11
Properties=species:S:1:pos:R:3:lowdin_charge:R:1
I 3.97877 0.97298 -0.16642 0.4075
Cl -4.02334 0.12862 0.77817 -0.0448
O 1.09846 -2.86954 0.26959 0.1660
O -1.44153 0.94423 -0.06242 -0.0387
N -0.42687 -1.13386 0.02468 0.1809
C 1.90627 0.10829 -0.03621 -0.5019
C 0.88583 0.89228 -0.42143 -0.2544
C 0.55397 -1.87562 0.06569 -0.3734
C -0.42072 0.22855 -0.18729 -0.4255
H 0.61502 1.85713 -0.59769 0.0542
H -2.72586 0.74695 0.33333 -0.1700
```



[6]
Here is a molecular structure, C4H2ClN3S3 at a distorted geometry from the Open Molecules 2025 dataset. Energies are from ωB97M-V with the def2-TZVPD basis set.

Computed properties:
Gap between HOMO and LUMO   0.30268 hartree
Strongest force on any atom   2.8 eV/Å
Highest occupied orbital energy   -9.09 eV
Relative energy (zero: lowest compared OMol25 entry of this formula, charge and spin)   4.75 kcal per mole
LUMO level   -0.86 eV

The geometry in XYZ format:
```
13
Properties=species:S:1:pos:R:3:lowdin_charge:R:1
Cl -0.57579 0.49479 2.49654 0.8379
S 2.55703 1.24630 1.82482 0.7054
S -1.26137 0.49303 -1.42269 1.0002
S -1.32206 -3.60484 -0.40761 0.7272
N -1.69360 -1.14975 -1.65822 -0.1795
N -1.68025 0.65001 0.21789 -0.1392
N 0.27811 0.48441 -1.26468 -0.3041
C -1.55174 -2.26601 -1.18767 -0.8404
C -0.62203 0.45093 0.88107 -0.8961
C 1.80831 1.40289 0.41265 -0.5758
C 0.69272 0.39126 0.07435 -0.5319
H 2.33756 1.99942 -0.36158 0.0681
H 1.03311 -0.59244 0.39514 0.1282
```



[7]
Here is a single C4H2ClNO2 molecule at a distorted geometry from the Open Molecules 2025 dataset. Energies are from ωB97M-V with the def2-TZVPD basis set.

Computed properties:
Gap between HOMO and LUMO   0.34532 hartree
Strongest force on any atom   8.4 eV/Å
Structure (SMILES)   O=c1ocncc1Cl
Highest occupied orbital energy   -9.56 eV
Relative energy (zero: lowest compared OMol25 entry of this formula, charge and spin)   23.08 kcal per mole
LUMO level   -0.16 eV

The geometry in XYZ format:
```
10
Properties=species:S:1:pos:R:3:lowdin_charge:R:1
Cl 0.47773 -0.82889 2.55396 0.7703
O -0.51391 -0.71548 -1.27956 0.1457
O -0.79953 -2.41694 0.08549 0.1301
N 0.11791 1.51675 -0.58986 0.1063
C -0.31227 -1.31678 -0.01234 -0.3717
C 0.45690 0.98217 0.65188 -0.1603
C 0.31575 -0.31100 0.98784 -0.6446
C -0.26166 0.51586 -1.34665 -0.2693
H 0.92391 1.70409 1.37398 0.1332
H -0.40483 0.87023 -2.42474 0.1601
```



[8]
Here is a single C4H2ClNO2 molecule at a distorted geometry from the Open Molecules 2025 dataset. Energies are from ωB97M-V with the def2-TZVPD basis set.

Computed properties:
Gap between HOMO and LUMO   0.36767 hartree
Strongest force on any atom   4.3 eV/Å
Structure (SMILES)   O=Cc1cnoc1Cl
Highest occupied orbital energy   -10.25 eV
Relative energy (zero: lowest compared OMol25 entry of this formula, charge and spin)   56.58 kcal per mole
LUMO level   -0.24 eV

The geometry in XYZ format:
```
10
Properties=species:S:1:pos:R:3:lowdin_charge:R:1
Cl 2.10499 0.54396 -0.20744 0.8383
O -2.05980 -0.39438 -1.98581 -0.0010
O 0.46177 -0.13943 1.63354 -0.0635
N -0.83399 -0.48827 1.95309 0.1026
C -1.48022 -0.41348 0.75181 -0.0203
C -0.56711 -0.11513 -0.30084 -0.2357
C -0.93227 0.08413 -1.68938 -0.1764
C 0.59271 0.14077 0.32697 -0.7461
H -0.35919 0.94122 -2.45493 0.1914
H -2.48213 -0.67793 0.59648 0.1106
```



[9]
Here is a gas-phase ion, C4H2ClO2 (charge -1) at a distorted geometry from the Open Molecules 2025 dataset. Energies are from ωB97M-V with the def2-TZVPD basis set.

Computed properties:
Gap between HOMO and LUMO   0.25037 hartree
Strongest force on any atom   2.4 eV/Å
Structure (SMILES)   O=C=C/C([O-])=C/Cl
Highest occupied orbital energy   -2.94 eV
Relative energy (zero: lowest compared OMol25 entry of this formula, charge and spin)   24.78 kcal per mole
Net charge   -1
LUMO level   3.87 eV

The geometry in XYZ format:
```
9
Properties=species:S:1:pos:R:3:lowdin_charge:R:1
Cl -0.08293 0.93472 -3.18569 0.4536
O -1.71628 1.58022 -0.55426 -0.0930
O -0.61348 -2.50115 0.46962 0.0859
C -0.56750 -1.33261 0.67014 -0.2606
C -0.83155 0.71280 -0.58918 -0.6594
C -0.52930 -0.05899 0.74077 -0.0563
C -0.04006 0.23232 -1.57519 -0.5944
H -0.43527 0.55297 1.61367 0.0934
H 0.74959 -0.48406 -1.45454 0.0309
```



[10]
Here is a molecular structure, C4H2ErO2 at a distorted geometry from the Open Molecules 2025 dataset. Energies are from ωB97M-V with the def2-TZVPD basis set.

Computed properties:
Gap between HOMO and LUMO (alpha / beta)   0.20002 / 0.31163 hartree
Multiplicity   5
Strongest force on any atom   1.6 eV/Å
Highest occupied orbital energy (alpha / beta)   -6.47 / -9.52 eV
Relative energy (zero: lowest compared OMol25 entry of this formula, charge and spin)   0.00 kcal per mole
LUMO level (alpha / beta)   -1.03 / -1.04 eV

The geometry in XYZ format:
```
9
Properties=species:S:1:pos:R:3:lowdin_charge:R:1
Er -0.28124 -0.39924 0.17355 1.6367
O 1.63887 -0.38572 -0.91006 -0.3507
O -2.46194 -1.28993 -0.24783 -0.2569
C 2.04854 0.88159 -0.76845 -0.3709
C 0.14247 2.04489 0.61756 -0.1581
C -2.21476 -1.58990 0.94776 -0.2761
C 1.15483 1.71656 -0.06376 -0.3546
H 3.00341 1.19779 -1.19722 0.0957
H -3.03019 -2.17603 1.44845 0.0349
```



[11]
Here is a molecular structure, C4H2F2O at a distorted geometry from the Open Molecules 2025 dataset. Energies are from ωB97M-V with the def2-TZVPD basis set.

Computed properties:
Gap between HOMO and LUMO (alpha / beta)   0.29732 / 0.29725 hartree
Strongest force on any atom   7.5 eV/Å
Highest occupied orbital energy (alpha / beta)   -7.59 / -7.59 eV
Relative energy (zero: lowest compared OMol25 entry of this formula, charge and spin)   103.81 kcal per mole
LUMO level (alpha / beta)   0.50 / 0.50 eV

The geometry in XYZ format:
```
9
Properties=species:S:1:pos:R:3:lowdin_charge:R:1
F 0.96614 2.24950 0.02773 0.0956
F 2.56952 -0.77842 -0.23115 0.0924
O 0.35629 -1.38934 0.06010 0.0654
C 1.29344 -0.48862 0.05125 -0.1253
C -0.88444 -0.85027 0.04834 -0.1497
C -0.95007 0.53740 -0.05034 -0.0895
C 0.23766 1.18858 -0.16504 -0.0670
H -1.72138 -1.39679 0.38013 0.1043
H -1.86717 0.92794 -0.12104 0.0738
```



[12]
Here is 2 unconnected molecules or ions with the total composition C4H2F2O at a distorted geometry from the Open Molecules 2025 dataset. Energies are from ωB97M-V with the def2-TZVPD basis set.

Computed properties:
Gap between HOMO and LUMO (alpha / beta)   0.21151 / 0.20672 hartree
Strongest force on any atom   8.1 eV/Å
Highest occupied orbital energy (alpha / beta)   -9.58 / -9.53 eV
Relative energy (zero: lowest compared OMol25 entry of this formula, charge and spin)   213.13 kcal per mole
LUMO level (alpha / beta)   -3.83 / -3.90 eV

The geometry in XYZ format:
```
9
Properties=species:S:1:pos:R:3:lowdin_charge:R:1
F -0.59521 1.66891 -0.71378 0.0705
F 2.03526 0.97853 -0.89685 0.0772
O 1.61824 -0.67712 0.64678 0.1287
C -0.05551 0.72968 0.02551 -0.1477
C -3.42166 -1.46571 -0.44242 0.0358
C -2.30741 -1.05337 -0.47462 0.0007
C 1.16375 0.27347 -0.09432 -0.4073
H -0.73357 0.08205 0.62925 0.0961
H 2.29612 -0.53643 1.32044 0.1460
```



[13]
Here is a single C4H2F2O2 molecule at a distorted geometry from the Open Molecules 2025 dataset. Energies are from ωB97M-V with the def2-TZVPD basis set.

Computed properties:
Gap between HOMO and LUMO   0.32771 hartree
Strongest force on any atom   1.4 eV/Å
Structure (SMILES)   Oc1oc(F)cc1F
Highest occupied orbital energy   -8.41 eV
Relative energy (zero: lowest compared OMol25 entry of this formula, charge and spin)   0.56 kcal per mole
LUMO level   0.51 eV

The geometry in XYZ format:
```
10
Properties=species:S:1:pos:R:3:lowdin_charge:R:1
F -0.85556 1.05917 -2.42136 0.1397
F -0.00594 0.12765 2.21731 0.0833
O 0.20003 -0.49550 -1.25557 0.1772
O 1.29714 -1.85204 0.21459 0.1184
C -0.51628 0.63320 -1.21855 -0.3553
C -0.69072 1.13582 0.03528 0.0832
C 0.54603 -0.74998 0.05218 -0.3039
C -0.00818 0.17507 0.88088 -0.2195
H -1.25157 2.03097 0.31285 0.1284
H 1.28504 -2.06436 1.18238 0.1486
```



[14]
Here is a molecular structure, C4H2I3NS at a distorted geometry from the Open Molecules 2025 dataset. Energies are from ωB97M-V with the def2-TZVPD basis set.

Computed properties:
Gap between HOMO and LUMO (alpha / beta)   0.28320 / 0.24259 hartree
Strongest force on any atom   2.3 eV/Å
Highest occupied orbital energy (alpha / beta)   -8.59 / -8.27 eV
Relative energy (zero: lowest compared OMol25 entry of this formula, charge and spin)   78.80 kcal per mole
LUMO level (alpha / beta)   -0.88 / -1.67 eV

The geometry in XYZ format:
```
11
Properties=species:S:1:pos:R:3:lowdin_charge:R:1
I -1.99292 -2.49185 -0.73687 0.8404
I -2.74115 1.99977 -0.60843 0.6932
I -4.98253 -0.57806 -0.05470 0.7350
S -3.73420 1.02468 2.41469 0.7368
N -1.12888 1.57767 3.28158 0.1281
C -3.41116 0.48495 0.75864 -1.6920
C -2.13326 1.25235 2.86558 -0.6942
C -1.39233 -1.41422 0.86092 -0.7281
C -0.63259 -1.29742 1.92618 -0.1251
H 0.18812 -2.04727 2.23153 0.0948
H -0.74666 -0.46137 2.65141 0.0111
```



[15]
Here is a molecular structure, C4H2KO5 at a distorted geometry from the Open Molecules 2025 dataset. Energies are from ωB97M-V with the def2-TZVPD basis set.

Computed properties:
Gap between HOMO and LUMO   0.34223 hartree
Strongest force on any atom   5.4 eV/Å
Highest occupied orbital energy   -13.24 eV
Relative energy (zero: lowest compared OMol25 entry of this formula, charge and spin)   43.40 kcal per mole
Net charge   +1
LUMO level   -3.93 eV

The geometry in XYZ format:
```
12
Properties=species:S:1:pos:R:3:lowdin_charge:R:1
K 2.33268 0.52113 1.09573 0.9747
O -4.00725 -1.24462 1.05462 0.1888
O -0.36311 1.35032 0.33992 0.0208
O -1.88869 -0.21563 0.13876 0.0096
O 7.03751 -1.14058 -0.05719 0.2721
O 5.02122 -0.05526 0.26854 0.1100
C 6.02554 -0.61287 0.07947 -0.3817
C -3.26327 -0.78679 -1.09775 0.3125
C -1.48964 1.05346 0.03241 -0.3217
C -3.41677 -0.57591 0.26801 -0.4302
H -2.22966 1.76010 -0.37407 0.1674
H -3.75854 -0.05334 -1.74846 0.0776
```



[16]
Here is a molecular structure, C4H2LaLiO2 at a distorted geometry from the Open Molecules 2025 dataset. Energies are from ωB97M-V with the def2-TZVPD basis set.

Computed properties:
Gap between HOMO and LUMO   0.26720 hartree
Strongest force on any atom   1.9 eV/Å
Highest occupied orbital energy   -16.94 eV
Net charge   +2
LUMO level   -9.67 eV

The geometry in XYZ format:
```
10
Properties=species:S:1:pos:R:3:lowdin_charge:R:1
La -0.96818 -2.65294 1.22320 2.2521
O 1.29318 2.00558 -0.47332 0.0149
O -1.70334 -2.04180 -0.70631 -0.4908
C -1.48706 -0.99724 -1.39157 -0.1089
C 0.29962 -0.47436 1.48183 -0.2198
C 0.93329 0.56105 1.27572 -0.1472
C 1.52879 1.73469 0.70064 -0.2232
Li 0.05496 0.51614 -1.12802 0.7079
H 2.22877 2.34567 1.29575 0.1538
H -2.18004 -0.99678 -2.27793 0.0614
```